[1]
Entry from OMol25: 3 unconnected molecules or ions with the total composition C26H44BrN3O8S2 in a non-equilibrium geometry (the ωB97M-V functional and the def2-TZVPD basis).

```
84
Properties=species:S:1:pos:R:3:forces:R:3:mulliken_charge:R:1
C -0.837 1.583 3.350 0.87 -0.30 0.56 -1.4840
C 0.351 1.169 2.427 0.20 0.16 0.67 -0.9963
C 0.557 -0.384 2.492 -0.31 -0.14 0.50 0.0986
C 1.747 -0.741 3.462 -0.56 1.19 0.26 -1.1020
C 0.632 -1.126 1.098 1.54 -0.41 -0.17 4.1469
C 1.526 -2.349 1.365 -3.58 4.12 -1.18 -1.1974
N 2.218 -3.202 1.574 2.43 -3.28 0.64 -0.6954
C 1.427 -0.331 -0.023 0.78 -0.42 0.98 -2.6121
C 2.774 0.357 0.400 0.33 -0.20 -1.83 0.6404
O 2.927 1.478 -0.507 -0.50 -0.10 0.27 -0.7030
C 4.028 -0.550 0.112 0.90 0.99 0.72 -1.3416
N 4.579 -1.181 1.324 -0.35 -0.44 -0.08 -0.4267
C -0.747 -1.628 0.510 -1.18 -0.95 -0.72 1.6013
C -0.785 -1.571 -1.022 0.42 0.06 5.29 -0.7404
N -0.457 -1.446 -2.085 0.45 0.08 -4.20 -0.5886
C -1.055 -3.162 0.798 -1.10 0.60 -0.03 -1.8606
C -1.345 -3.503 2.290 0.42 -1.29 0.18 -0.0331
C -0.412 -4.632 2.882 -0.90 -0.19 0.52 -0.9131
C -0.040 -4.367 4.362 0.65 -0.90 -0.24 -0.3820
O -1.256 -4.090 5.113 0.12 1.04 -0.65 -0.3634
C -1.274 -2.833 5.635 -1.63 -0.20 -0.34 0.1977
O -0.453 -2.375 6.342 1.60 0.52 0.75 -0.4526
C -2.034 -0.876 0.973 -0.52 0.09 0.09 -1.1047
C -2.218 0.559 0.483 -1.35 -1.04 1.33 -0.0855
O -1.552 1.177 -0.235 1.46 0.81 -1.32 -0.3648
Br -3.871 1.453 1.139 0.16 -0.51 0.00 -0.1598
H -1.797 1.111 3.087 0.32 0.49 -0.05 0.2668
H -0.912 2.678 3.484 -0.23 -0.56 -0.40 0.3921
H -0.576 1.194 4.362 -0.26 0.18 -0.51 0.3040
H 0.302 1.595 1.411 -0.20 -0.33 0.37 0.3583
H 1.248 1.621 2.901 -0.42 -0.13 -0.50 0.7704
H -0.321 -0.770 3.056 0.34 0.07 -0.59 0.1352
H 2.739 -0.632 3.000 -0.39 -0.44 0.11 0.1218
H 1.607 -1.711 3.961 0.28 0.27 -0.48 0.1931
H 1.688 0.025 4.267 0.05 -0.52 -0.33 0.5064
H 1.737 -1.111 -0.746 -0.48 0.69 0.03 0.7367
H 0.813 0.437 -0.519 0.00 -0.48 0.38 0.8256
H 2.796 0.798 1.406 -0.01 -0.36 -0.32 0.4297
H 2.645 1.175 -1.387 0.29 0.06 0.17 0.3850
H 3.847 -1.288 -0.688 -0.16 0.18 0.52 0.2936
H 4.806 0.143 -0.282 -0.69 -0.26 -0.10 0.4154
H 5.175 -0.547 1.846 -0.02 -0.06 -0.29 0.2182
H 5.115 -2.011 1.088 -0.13 0.20 0.17 0.2118
H -2.011 -3.330 0.251 0.60 -0.02 0.19 0.6915
H -0.336 -3.834 0.298 -0.01 0.47 0.53 0.6442
H -1.349 -2.645 2.982 0.18 -0.14 -0.57 -0.5088
H -2.364 -3.935 2.350 0.44 0.53 -0.02 0.7162
H 0.465 -4.843 2.250 -0.17 0.37 0.49 0.4555
H -1.005 -5.573 2.904 0.33 0.47 -0.15 0.4232
H 0.697 -3.556 4.490 -0.47 -0.20 -0.07 -0.0350
H 0.401 -5.271 4.822 -0.14 0.42 -0.34 0.4112
H -2.169 -2.209 5.395 0.01 -0.85 -0.15 0.3867
H -2.212 -0.887 2.063 0.32 0.02 -0.51 0.4950
H -2.891 -1.451 0.555 0.35 0.49 0.19 0.8042
O 2.650 -0.064 -3.239 0.23 0.02 0.14 -0.6460
S 3.329 -0.804 -4.278 0.04 -0.28 -0.25 1.1877
O 4.698 -1.233 -4.137 -0.07 0.20 0.31 -0.7633
C 2.320 -2.208 -4.726 -0.35 -0.23 -0.10 -0.6394
C 1.403 -1.679 -5.822 -0.06 0.15 -0.03 -0.5775
C 2.292 -0.822 -6.731 -0.03 -0.11 -0.06 -0.6399
C 3.139 0.080 -5.826 -0.12 0.19 -0.44 -0.7259
H 1.781 -2.570 -3.851 0.10 0.11 0.08 0.2933
H 2.984 -2.985 -5.107 0.07 0.07 0.06 0.3874
H 0.927 -2.492 -6.371 0.01 0.02 0.04 0.4022
H 0.616 -1.060 -5.384 0.01 -0.07 0.05 0.2694
H 2.945 -1.471 -7.319 -0.01 0.02 0.03 0.2953
H 1.701 -0.232 -7.432 0.04 0.00 0.03 0.3433
H 4.122 0.273 -6.252 0.03 0.03 0.20 0.3414
H 2.634 1.022 -5.615 0.04 -0.05 0.12 0.3548
O -3.890 6.098 1.015 -0.13 -0.13 0.11 -0.6596
S -4.456 5.257 -0.011 -0.05 -0.11 -0.22 1.1485
O -5.390 4.203 0.298 0.00 0.19 0.27 -0.6336
C -5.156 6.303 -1.281 -0.03 0.27 -0.32 -0.7171
C -4.000 6.551 -2.244 0.10 -0.01 0.00 -0.5982
C -3.299 5.198 -2.411 -0.04 0.02 -0.08 -0.8033
C -3.121 4.597 -1.012 0.29 -0.13 -0.37 -0.1197
H -5.547 7.215 -0.833 -0.01 -0.11 0.15 0.3920
H -5.959 5.746 -1.764 0.01 -0.03 0.08 0.3366
H -4.353 6.945 -3.198 0.00 0.01 0.04 0.3519
H -3.305 7.277 -1.815 -0.06 0.01 0.00 0.2981
H -3.922 4.538 -3.019 0.01 0.02 0.03 0.3227
H -2.340 5.301 -2.918 -0.03 -0.03 0.03 0.3473
H -3.188 3.511 -1.026 -0.01 0.04 0.20 -0.0478
H -2.179 4.905 -0.560 -0.10 0.01 0.10 0.3739
```
Positions in Å, forces in eV/Å.

The value obtained for the orbital gap is 9.25 eV. The molecular weight is 670.7 Da. The value obtained for the energy relative to the best compared isomer or geometry (same formula, charge and spin) is 0.00 kJ/mol. The net charge is 0.


[2]
Entry from OMol25: a molecular structure, C26H44BrNOP2Tc in a non-equilibrium geometry (the ωB97M-V functional and the def2-TZVPD basis).

```
76
Properties=species:S:1:pos:R:3:forces:R:3:mulliken_spin:R:1
N 5.396 2.789 -1.933 -2.81 -2.69 2.03 0.7999
C 4.926 3.119 -0.730 0.93 1.76 0.23 0.0035
C 4.037 2.308 -0.023 0.19 -0.83 -0.78 0.0965
C 3.656 1.071 -0.578 0.34 0.70 -0.74 0.0747
C 4.170 0.728 -1.854 0.24 1.06 0.81 0.0947
C 5.028 1.638 -2.495 0.88 -0.12 -1.43 0.0047
C 2.834 0.133 0.185 -0.96 -1.22 -0.43 0.2013
Tc 0.327 0.089 0.248 2.78 0.37 0.97 1.3485
P -1.596 -0.635 1.249 -2.08 -0.21 0.86 0.0483
C 2.243 -1.003 -0.464 2.05 -0.17 0.80 -0.1137
C 2.101 -2.266 0.253 -0.56 1.29 -0.82 0.0880
C 1.636 -3.405 -0.455 -0.86 -0.93 0.15 0.0202
C 0.849 -4.315 0.234 0.56 0.31 -1.42 0.0398
C 0.596 -4.044 1.577 -2.18 -1.94 1.48 0.1928
C 1.375 -3.186 2.351 1.10 1.25 -0.31 0.0445
C 2.199 -2.293 1.660 -1.06 -0.88 1.72 0.0648
Br -0.954 -4.925 2.397 2.28 -0.04 -0.92 0.1440
H 3.049 0.119 1.262 -0.17 -0.09 -0.51 -0.0206
H 2.310 -1.120 -1.551 -0.28 0.31 0.33 0.0033
H 3.680 2.600 0.962 0.33 0.25 -0.27 0.0076
H 3.971 -0.234 -2.326 0.26 0.43 -0.06 0.0096
H 5.271 4.055 -0.290 0.03 -0.01 -0.10 0.0265
H 5.429 1.390 -3.481 0.05 0.13 0.13 0.0280
H 1.839 -3.509 -1.525 -0.26 0.05 0.31 -0.0012
H 2.844 -1.601 2.199 -0.28 -0.17 -0.04 -0.0002
H 0.365 -5.157 -0.259 0.16 0.17 0.06 -0.0014
H 1.274 -3.190 3.429 0.18 0.02 0.01 -0.0006
P -0.322 1.083 -1.624 -1.60 1.47 -3.86 -0.2740
C -1.156 -0.751 3.019 0.32 0.24 -0.08 0.0034
C -1.810 -1.888 3.784 0.00 -0.67 0.34 0.0007
H -1.418 0.222 3.463 0.12 -0.15 -0.17 0.0001
H -0.059 -0.847 3.083 -0.19 0.08 0.08 -0.0004
H -1.438 -1.885 4.816 -0.17 0.03 -0.18 0.0000
H -2.904 -1.826 3.815 0.34 0.08 0.00 -0.0007
H -1.531 -2.862 3.348 -0.30 0.76 0.36 0.0030
C -2.060 -2.247 0.533 0.77 -0.32 -0.09 -0.0445
C -3.427 -2.855 0.861 -0.24 -0.14 0.07 -0.0090
H -1.278 -2.922 0.903 -0.28 0.23 -0.32 0.0177
H -1.911 -2.192 -0.559 -0.13 0.09 0.28 0.0075
H -3.434 -3.878 0.464 -0.09 0.25 0.02 -0.0002
H -3.614 -2.924 1.939 0.08 0.04 -0.34 0.0019
H -4.252 -2.308 0.391 0.20 -0.12 0.11 0.0012
C -3.121 0.353 1.175 0.02 0.55 -0.36 -0.0175
C -4.143 0.087 2.286 -0.23 -0.13 0.20 0.0132
H -3.565 0.148 0.187 0.14 0.13 0.24 0.0050
H -2.826 1.413 1.182 -0.19 -0.32 0.00 0.0163
H -5.001 0.752 2.115 0.24 -0.19 0.13 0.0030
H -4.516 -0.947 2.272 0.11 0.45 0.03 -0.0003
H -3.735 0.303 3.282 -0.19 0.00 -0.28 -0.0011
C -1.237 2.687 -1.780 -0.04 0.39 0.74 0.0034
C -2.635 2.801 -1.177 -0.25 0.05 0.13 0.0172
H -1.301 2.913 -2.858 0.27 -0.44 0.24 -0.0003
H -0.584 3.460 -1.352 -0.14 -0.09 -0.15 0.0003
H -3.152 3.660 -1.632 0.15 -0.33 0.15 0.0003
H -3.245 1.906 -1.355 0.09 0.31 -0.02 -0.0025
H -2.600 2.994 -0.098 -0.03 -0.06 -0.26 -0.0072
C -1.412 -0.037 -2.629 -0.02 -0.12 0.54 0.0507
C -0.735 -1.347 -3.033 -0.09 -0.11 -0.23 0.0243
H -1.724 0.526 -3.522 0.10 -0.02 0.34 -0.0012
H -2.318 -0.218 -2.029 0.17 -0.01 -0.22 -0.0154
H -1.492 -2.029 -3.450 0.36 0.15 0.06 0.0004
H 0.034 -1.179 -3.804 -0.25 -0.12 0.27 0.0000
H -0.264 -1.855 -2.178 -0.05 0.00 -0.08 -0.0153
C 0.997 1.463 -2.876 0.74 -0.25 0.08 0.0488
C 1.618 2.865 -2.809 0.13 0.00 0.07 0.0013
H 0.559 1.308 -3.878 -0.10 -0.04 0.47 0.0013
H 1.781 0.699 -2.763 -0.20 0.19 -0.20 -0.0064
H 2.428 2.938 -3.548 -0.32 0.00 0.06 0.0023
H 0.888 3.655 -3.030 0.36 -0.25 0.04 -0.0003
H 2.071 3.062 -1.828 -0.22 0.07 -0.11 0.0018
C -0.142 2.994 1.777 -0.68 0.48 0.25 0.0250
O 0.752 1.914 1.392 0.68 -0.68 0.13 -0.0453
H -1.062 2.577 2.215 0.40 0.16 -0.03 -0.0061
H -0.400 3.582 0.889 0.22 -0.22 0.22 -0.0076
H 0.384 3.626 2.505 -0.30 -0.16 -0.24 0.0012
H 1.451 1.847 2.075 -0.61 -0.07 -0.50 0.0005
```
Positions in Å, forces in eV/Å.

The spin multiplicity is 4. The value obtained for the orbital gap (spin up / spin down) is 6.91 / 5.10 eV. The molecular weight is 626.5 Da. The net charge is +4. Its expectation value of S² is 3.8723.


[3]
Entry from OMol25: 6 unconnected molecules or ions with the total composition C26H44Cl3O15P (the ωB97M-V functional and the def2-TZVPD basis).

```
89
Properties=species:S:1:pos:R:3:forces:R:3:mulliken_charge:R:1
C 3.401 -5.145 -2.639 0.08 0.17 -0.09 -0.9421
C 2.207 -4.424 -3.293 -0.08 -0.22 0.23 -0.7089
C 1.471 -3.505 -2.323 0.19 0.09 -0.14 0.0533
Cl 0.391 -2.402 -3.261 -0.20 -0.23 -0.07 -0.2226
P 2.665 -2.340 -1.337 0.06 0.15 0.04 0.6665
C 3.966 -1.190 -0.489 0.01 -0.13 -0.34 -0.5616
Cl 5.337 -2.259 -0.083 0.13 0.07 0.17 -0.1682
C 4.317 -0.033 -1.434 -0.02 0.11 0.16 1.5549
C 4.611 1.264 -0.706 0.12 -0.05 -0.09 -1.1715
Cl 5.675 -0.388 -2.559 -0.03 -0.09 -0.10 -0.2066
H 4.334 -4.615 -2.832 0.01 0.02 0.06 0.3286
H 3.306 -5.212 -1.554 -0.08 -0.16 -0.01 0.1885
H 3.516 -6.148 -3.045 -0.01 -0.04 0.05 0.3460
H 2.534 -3.839 -4.154 0.06 -0.01 -0.01 0.2999
H 1.504 -5.174 -3.662 -0.04 0.10 -0.16 0.4222
H 0.821 -4.098 -1.676 0.00 0.16 0.17 0.2706
H 1.679 -1.338 -1.271 -0.02 0.02 0.05 -0.1304
H 2.782 -3.267 -0.285 0.07 -0.06 -0.01 -0.2035
H 3.504 -2.307 -2.482 -0.01 -0.05 -0.05 -0.0766
H 3.617 -0.763 0.450 -0.14 -0.08 0.00 0.4394
H 3.468 0.094 -2.111 -0.04 0.11 0.11 -0.8424
H 4.848 2.057 -1.415 -0.03 0.03 0.01 0.4268
H 3.745 1.551 -0.113 -0.01 0.01 0.04 0.0186
H 5.469 1.128 -0.046 -0.01 0.01 0.03 0.3790
C -1.306 4.501 0.729 0.06 0.00 -0.28 -1.4159
C -0.351 3.478 1.272 -0.02 0.05 0.08 0.7277
C 1.113 3.864 1.329 -0.01 0.02 -0.04 -0.4686
O 1.764 2.587 1.223 0.03 0.02 -0.06 -0.3272
C 0.936 1.765 0.537 -0.10 0.00 -0.04 0.5113
O 1.245 0.698 0.105 0.11 -0.01 0.01 -0.5236
O -0.283 2.319 0.409 -0.03 -0.05 0.06 -0.2771
H -0.956 4.901 -0.224 0.06 -0.03 0.02 0.3980
H -2.283 4.051 0.577 -0.03 0.05 0.07 0.2505
H -1.420 5.318 1.440 -0.02 0.00 0.01 0.3077
H -0.683 3.123 2.253 -0.02 0.00 -0.01 0.1350
H 1.418 4.353 2.249 0.02 -0.08 0.04 0.2799
H 1.401 4.471 0.467 -0.01 0.04 0.02 0.3167
C -2.245 7.382 5.828 0.10 -0.07 -0.05 -1.4535
C -3.395 6.711 5.129 -0.02 0.01 0.04 0.4897
C -3.979 5.492 5.814 0.03 0.01 0.02 -0.5030
O -4.490 4.740 4.706 0.04 -0.05 0.02 -0.3136
C -3.758 5.061 3.617 0.00 0.04 -0.01 0.5632
O -3.795 4.483 2.578 -0.04 0.02 0.10 -0.4241
O -2.971 6.129 3.875 -0.04 0.01 -0.01 -0.3067
H -1.482 6.655 6.107 -0.01 -0.01 0.00 0.3454
H -1.787 8.128 5.180 -0.04 0.03 0.01 0.3597
H -2.601 7.881 6.730 0.00 0.00 0.01 0.3905
H -4.186 7.429 4.896 0.01 0.02 0.00 0.2773
H -4.781 5.707 6.514 -0.07 0.00 -0.07 0.2945
H -3.203 4.900 6.306 0.00 0.03 0.05 0.2846
C -4.046 1.399 1.651 0.01 -0.03 -0.26 -1.3459
C -5.015 0.278 1.904 0.05 -0.02 0.06 0.5002
C -4.452 -1.126 1.819 0.03 0.02 -0.01 -0.5384
O -5.602 -1.889 1.437 0.03 -0.01 -0.05 -0.3332
C -6.435 -1.064 0.753 0.01 0.02 0.02 0.6032
O -7.384 -1.422 0.137 -0.02 -0.01 0.00 -0.5308
O -6.027 0.220 0.878 -0.04 -0.01 0.04 -0.3636
H -3.485 1.220 0.731 0.02 -0.02 0.02 0.3387
H -4.563 2.350 1.557 -0.02 0.00 0.09 0.3768
H -3.343 1.477 2.481 0.00 0.00 0.01 0.3534
H -5.534 0.419 2.858 0.00 0.02 0.00 0.2971
H -4.050 -1.509 2.753 -0.08 -0.03 0.02 0.3080
H -3.701 -1.206 1.029 0.04 0.02 0.03 0.3376
C 0.542 -9.259 0.305 0.08 0.03 -0.10 -1.4495
C 0.595 -7.963 1.066 -0.05 -0.02 0.00 0.4744
C -0.366 -6.881 0.617 -0.01 -0.02 -0.03 -0.4719
O 0.335 -5.687 0.987 0.01 0.01 -0.06 -0.2815
C 1.661 -5.966 0.971 -0.02 -0.01 -0.05 0.6431
O 2.522 -5.149 1.031 0.00 -0.05 0.05 -0.5498
O 1.859 -7.297 0.861 0.01 0.02 0.07 -0.3363
H 0.590 -9.080 -0.770 -0.01 0.01 0.00 0.3401
H 1.379 -9.898 0.582 -0.02 -0.01 0.04 0.3579
H -0.386 -9.785 0.534 -0.01 0.00 -0.01 0.3839
H 0.493 -8.135 2.142 0.01 -0.02 0.00 0.2691
H -1.336 -6.905 1.105 0.03 0.06 0.07 0.3216
H -0.494 -6.886 -0.469 -0.04 -0.04 0.00 0.2856
C 1.336 1.011 -3.699 0.07 0.25 0.13 -1.0337
C 1.081 1.618 -5.048 0.02 -0.05 -0.03 0.3392
C 2.304 1.882 -5.902 0.02 -0.01 0.03 -0.5047
O 1.877 2.987 -6.708 0.03 0.04 0.04 -0.3470
C 0.938 3.670 -6.007 0.01 -0.02 0.00 0.5892
O 0.521 4.742 -6.302 -0.01 0.02 0.00 -0.5346
O 0.551 2.956 -4.926 -0.04 -0.01 -0.03 -0.3617
H 2.105 1.577 -3.167 -0.01 0.02 -0.02 0.2090
H 0.433 1.016 -3.091 -0.02 -0.08 -0.03 0.3869
H 1.666 -0.020 -3.810 0.00 -0.01 -0.01 0.1907
H 0.349 1.031 -5.611 -0.01 0.00 0.02 0.3699
H 2.598 1.052 -6.538 -0.06 0.03 -0.07 0.3208
H 3.153 2.204 -5.293 0.02 -0.06 0.01 0.3078
```
Positions in Å, forces in eV/Å.

The value obtained for the orbital gap is 8.27 eV. The molecular weight is 734.0 Da. The net charge is 0.